Version P
DFT (wB97M-V/def2-TZVPD) results for an isolated ion of composition C5H14NS and charge +1.

Calculated values
Charge: +1
E_LUMO (eV): -3.614
Gap between HOMO and LUMO (eV): 7.79
HOMO energy (eV): -11.41

CARTESIAN COORDINATES (ANGSTROEM)
C: 0.08 3.96 0.88
S: -0.77 2.39 1.31
C: -0.29 1.08 0.10
C: -0.19 -0.42 0.61
C: -0.38 -1.45 -0.51
C: 0.88 -1.48 -1.45
N: -0.39 -2.79 0.34
H: 0.63 3.75 -0.07
H: -0.81 4.63 0.53
H: 0.80 4.42 1.65
H: -1.28 1.10 -0.47
H: 0.71 1.24 -0.46
H: 0.87 -0.57 1.01
H: -0.97 -0.71 1.32
H: -1.29 -1.43 -1.13
H: 1.09 -0.46 -1.87
H: 1.63 -1.95 -0.88
H: 0.68 -1.95 -2.35
H: -1.35 -3.19 0.39
H: 0.07 -2.64 1.18
H: 0.29 -3.51 -0.13

Löwdin population analysis, charges in e, atoms 1 to 5:
1. C -0.4146
2. S 0.7613
3. C -0.4952
4. C -0.2461
5. C -0.2838

Version Q
DFT (wB97M-V/def2-TZVPD) results for a 2-piece molecular cluster, C5H14NS overall.

Calculated values
Charge: +1
E_LUMO (eV): -3.506
Gap between HOMO and LUMO (eV): 8.78
HOMO energy (eV): -12.29

CARTESIAN COORDINATES (ANGSTROEM)
S: 0.71 0.33 -0.65
C: 1.35 -1.37 -0.48
C: -0.53 -0.12 -1.91
C: 0.32 -2.28 -1.16
C: -0.15 -1.52 -2.40
H: 2.34 -1.45 -0.98
H: 1.49 -1.60 0.59
H: -1.54 -0.12 -1.45
H: -0.53 0.63 -2.72
H: 0.76 -3.26 -1.40
H: -0.53 -2.44 -0.48
H: -1.00 -2.02 -2.90
H: 0.68 -1.45 -3.13
C: -0.07 2.73 2.50
N: -0.78 1.43 2.26
H: -0.46 3.21 3.42
H: -0.23 3.41 1.66
H: 1.01 2.56 2.63
H: -0.64 0.78 3.06
H: -1.80 1.59 2.15
H: -0.42 0.98 1.40

Löwdin population analysis, charges in e, atoms 1 to 5:
1. S 0.8371
2. C -0.4629
3. C -0.4644
4. C -0.2653
5. C -0.2604

On energetic grounds, version Q is preferred over the next structure by 0.0786 hartree.

Version P
DFT (wB97M-V/def2-TZVPD) results for a 2-piece molecular cluster, C22H26N4O5S overall.

Calculated values
E_LUMO (eV): -1.241
Gap between HOMO and LUMO (eV): 6.87
HOMO energy (eV): -8.11

CARTESIAN COORDINATES (ANGSTROEM)
N: -3.53 4.09 3.10
S: -3.06 2.63 3.74
O: -3.84 2.43 4.96
O: -1.66 2.95 4.02
C: -3.26 1.32 2.48
C: -4.23 1.39 1.44
C: -5.27 2.34 1.41
C: -6.16 2.42 0.33
C: -6.05 1.54 -0.74
C: -5.07 0.55 -0.71
C: -4.18 0.46 0.37
C: -3.26 -0.59 0.40
C: -2.41 -0.76 1.49
C: -1.58 -1.89 1.52
C: -0.69 -2.09 2.58
C: -0.66 -1.17 3.63
C: -1.50 -0.05 3.61
C: -2.39 0.19 2.53
H: -3.50 4.72 3.89
H: -2.82 4.33 2.43
H: -5.46 3.02 2.22
H: -6.95 3.17 0.33
H: -6.73 1.60 -1.58
H: -5.01 -0.16 -1.53
H: -3.25 -1.30 -0.41
H: -1.61 -2.62 0.72
H: -0.05 -2.97 2.61
H: 0.01 -1.32 4.47
H: -1.44 0.59 4.47
C: 3.09 0.99 -4.57
N: 3.33 1.37 -3.18
C: 3.67 0.56 -2.17
O: 3.84 1.03 -1.05
C: 3.86 -0.96 -2.40
C: 2.53 -1.74 -2.38
C: 1.68 -1.60 -1.10
C: 0.81 -0.35 -1.04
N: 0.30 0.01 0.11
O: 0.54 0.32 -2.02
N: 4.77 -1.51 -1.39
C: 5.53 -2.59 -1.56
C: 6.45 -2.95 -0.42
O: 5.51 -3.28 -2.57
H: 2.93 1.89 -5.17
H: 2.20 0.36 -4.64
H: 3.95 0.46 -4.98
H: 3.18 2.33 -2.92
H: 4.31 -1.09 -3.38
H: 2.76 -2.79 -2.51
H: 1.92 -1.45 -3.24
H: 2.33 -1.63 -0.22
H: 1.01 -2.46 -1.03
H: -0.26 0.84 0.10
H: 0.46 -0.51 0.96
H: 4.88 -0.97 -0.55
H: 7.01 -3.84 -0.68
H: 7.14 -2.13 -0.23
H: 5.85 -3.14 0.47

Löwdin population analysis, charges in e, atoms 1 to 5:
1. N -0.0812
2. S 0.6623
3. O -0.3108
4. O -0.3383
5. C -0.1182

Version Q
DFT (wB97M-V/def2-TZVPD) results for one molecule with the formula C22H26N4O5S.

Calculated values
E_LUMO (eV): 0.644
Gap between HOMO and LUMO (eV): 8.35
HOMO energy (eV): -7.70

CARTESIAN COORDINATES (ANGSTROEM)
C: -0.66 -0.86 -2.50
C: -0.28 -2.00 -1.56
N: -0.74 -1.75 -0.22
C: -0.14 -1.04 0.78
C: 1.18 -0.37 0.68
O: 2.14 -1.29 0.20
C: 3.45 -0.89 0.14
C: 4.36 -1.86 -0.27
C: 5.70 -1.57 -0.37
C: 6.17 -0.29 -0.06
O: 7.51 -0.10 -0.18
C: 8.05 1.16 0.13
C: 5.26 0.68 0.35
C: 3.91 0.38 0.44
N: -0.91 -1.00 1.83
N: -2.03 -1.67 1.56
C: -1.94 -2.11 0.33
S: -3.17 -2.99 -0.54
C: -4.57 -1.81 -0.29
C: -4.05 -0.45 -0.73
O: -3.95 -0.16 -1.91
N: -3.65 0.33 0.30
C: -2.73 1.38 0.26
C: -2.26 1.94 -0.91
C: -1.24 2.88 -0.87
O: -0.70 3.48 -1.97
C: -1.30 3.23 -3.23
C: -0.69 3.24 0.36
C: -1.18 2.70 1.53
C: -2.22 1.78 1.51
O: -2.81 1.22 2.61
C: -2.11 1.27 3.83
H: -0.28 -1.08 -3.50
H: -0.22 0.07 -2.16
H: -1.74 -0.75 -2.55
H: 0.80 -2.13 -1.52
H: -0.74 -2.94 -1.90
H: 1.10 0.50 0.00
H: 1.44 -0.01 1.68
H: 3.99 -2.85 -0.51
H: 6.41 -2.31 -0.68
H: 9.12 1.07 -0.03
H: 7.86 1.43 1.17
H: 7.65 1.94 -0.52
H: 5.58 1.68 0.59
H: 3.23 1.16 0.76
H: -4.87 -1.85 0.75
H: -5.35 -2.17 -0.95
H: -3.77 -0.03 1.24
H: -2.70 1.62 -1.84
H: -0.76 3.85 -3.94
H: -1.20 2.18 -3.52
H: -2.35 3.51 -3.23
H: 0.12 3.96 0.37
H: -0.74 3.01 2.47
H: -1.11 0.84 3.72
H: -2.69 0.66 4.52
H: -2.05 2.29 4.22

Löwdin population analysis, charges in e, atoms 1 to 5:
1. C -0.0469
2. C -0.1780
3. N 0.0098
4. C -0.2578
5. C -0.1168

On energetic grounds, version P is preferred over the next structure by 0.0580 hartree.

Version P
DFT (wB97M-V/def2-TZVPD) results for a 2-piece molecular cluster, CH4N3P overall.

Calculated values
E_LUMO (eV): 0.296
Gap between HOMO and LUMO (eV): 10.27
HOMO energy (eV): -9.98

CARTESIAN COORDINATES (ANGSTROEM)
C: 1.29 0.54 0.68
N: -1.19 -0.63 -1.29
N: -1.78 -0.64 -0.33
N: -2.70 -0.61 0.38
P: 2.09 -0.74 0.11
H: 0.62 1.09 0.03
H: 1.52 0.62 1.84
H: -2.59 -0.58 1.37
H: 1.76 -0.66 -1.15

Löwdin population analysis, charges in e, atoms 1 to 5:
1. C -0.5156
2. N 0.1873
3. N -0.3296
4. N 0.1088
5. P 0.7167

Version Q
DFT (wB97M-V/def2-TZVPD) results for one molecule with the formula CH4N3P.

Calculated values
E_LUMO (eV): 0.493
Gap between HOMO and LUMO (eV): 10.21
HOMO energy (eV): -9.72

CARTESIAN COORDINATES (ANGSTROEM)
N: -2.47 -1.30 0.14
C: -1.69 -0.48 -0.04
P: -0.30 0.82 -0.39
N: 0.51 0.36 1.42
N: 0.71 -0.10 -1.37
H: -0.14 0.49 2.09
H: 1.35 1.01 1.59
H: 1.19 -0.97 -1.16
H: 0.82 0.19 -2.28

Löwdin population analysis, charges in e, atoms 1 to 5:
1. N 0.0354
2. C -0.4359
3. P 0.8271
4. N -0.1663
5. N -0.2413

Version R
DFT (wB97M-V/def2-TZVPD) results for a 2-piece molecular cluster, CH4N3P overall.

Calculated values
E_LUMO (eV): 0.566
Gap between HOMO and LUMO (eV): 10.07
HOMO energy (eV): -9.50

CARTESIAN COORDINATES (ANGSTROEM)
H: -3.11 -0.72 -0.05
N: -2.09 -0.45 -0.18
P: -1.71 0.84 -0.92
N: 0.01 0.77 -0.75
H: 0.37 0.11 -0.08
H: 0.81 1.12 -1.39
C: 1.88 -0.64 1.16
N: 2.70 -0.60 0.38
H: 1.13 -0.42 1.83

Löwdin population analysis, charges in e, atoms 1 to 5:
1. H -0.0164
2. N -0.3787
3. P 0.6387
4. N -0.2827
5. H -0.0780

On energetic grounds, version Q is preferred over the next structure by 0.0128 hartree.